Entry from the Open Molecules 2025 dataset: a structure of composition C53H69N5PtSb2Si at a distorted geometry (ωB97M-V with the def2-TZVPD basis set).

Each line ends with the Mulliken charge.
Cartesian coordinates (Å):
Pt -2.011623 -0.022116 -0.234751  -0.66
C -7.931871 1.179990 -3.659264  -1.54
C -6.870791 0.585898 -2.778141  0.15
C -6.599183 -0.783209 -2.776703  -1.21
C -5.577636 -1.311634 -2.020620  0.00
C -4.792460 -0.513625 -1.173370  1.12
N -3.672455 -1.117761 -0.565463  -0.08
C -3.832615 -2.403899 -0.062807  -0.07
C -5.019266 -2.851536 0.530722  0.04
C -5.146013 -4.145781 0.983921  -1.12
C -4.085062 -5.053561 0.896080  0.29
C -4.202301 -6.447236 1.439520  -1.65
C -2.900337 -4.613014 0.319219  -0.38
C -2.784450 -3.322051 -0.175071  -0.27
N -1.555663 -2.945924 -0.794693  0.33
C -0.701556 -3.794736 -1.398537  -0.23
C 0.456259 -3.115943 -1.693811  -1.87
C 0.232766 -1.821170 -1.247583  0.23
N -0.984289 -1.709616 -0.705673  0.97
C -5.097398 0.846159 -1.139527  -0.68
C -6.092782 1.383071 -1.957108  -0.73
N -4.421512 1.756616 -0.270498  0.64
C -4.898279 2.943994 0.153680  -0.67
C -3.881529 3.621783 0.782630  -1.31
C -2.788932 2.765249 0.721496  -0.52
N -3.115894 1.640962 0.083239  1.33
H -8.618546 0.413864 -4.013492  0.39
H -7.486922 1.656909 -4.534107  0.31
H -8.511680 1.934383 -3.128666  0.38
H -7.180775 -1.446571 -3.404418  0.41
H -5.364016 -2.369915 -2.083579  0.62
H -5.851338 -2.163345 0.610461  0.60
H -6.081184 -4.463340 1.427038  0.42
H -5.244529 -6.737856 1.553758  0.40
H -3.728407 -6.518045 2.420479  0.30
H -3.714917 -7.169383 0.785632  0.39
H -2.051552 -5.283370 0.276753  0.63
H -0.984284 -4.816596 -1.581189  0.62
H 1.337339 -3.498837 -2.177304  0.64
H 0.902489 -0.977249 -1.293899  0.22
H -6.251748 2.453755 -1.959534  0.60
H -5.928882 3.209823 -0.002755  0.65
H -3.932225 4.586895 1.254303  0.59
H -1.806441 2.878635 1.132488  0.43
C -1.422158 -2.187547 2.427898  -1.47
Si -1.580396 -0.333345 2.262432  -1.29
C -3.069709 0.230578 3.338975  2.61
C -4.417650 -0.021319 2.659065  -1.67
C -3.033416 -0.683945 4.588999  -1.80
C -3.012172 1.675959 3.844999  -1.54
C 0.109256 0.435531 2.671306  3.34
C 1.196918 -0.314904 1.902208  -1.39
C 0.338829 0.197323 4.179239  -1.96
C 0.252464 1.929657 2.402589  -1.65
H -1.032878 -2.357706 3.435433  0.83
H -0.723049 -2.645306 1.730235  0.37
H -2.383391 -2.697340 2.367563  0.13
H -4.524472 -1.062445 2.352781  0.20
H -4.579716 0.614118 1.785975  0.13
H -5.219046 0.191080 3.372642  0.70
H -3.184091 -1.734181 4.347840  0.35
H -3.858997 -0.380691 5.238153  0.61
H -2.115630 -0.586788 5.168064  0.34
H -3.131509 2.412889 3.051986  0.19
H -2.091972 1.895644 4.383965  0.37
H -3.836506 1.830596 4.546940  0.53
H 1.174168 -1.391656 2.077690  0.24
H 2.178591 0.031549 2.228865  0.57
H 1.128669 -0.136658 0.826113  -0.40
H 0.259940 -0.852964 4.463281  0.34
H -0.332415 0.779243 4.808121  0.49
H 1.359557 0.514664 4.412328  0.56
H 0.193546 2.149589 1.338580  -0.23
H 1.237631 2.264302 2.738585  0.70
H -0.488124 2.525039 2.940381  0.45
C 0.521849 3.430650 -1.021424  -0.89
Sb -0.390917 1.636464 -1.682813  0.56
C -1.970853 2.471566 -2.841568  -1.35
C 0.893847 1.121483 -3.282073  -1.09
H 0.775755 3.999570 -1.915781  0.62
H 1.432653 3.224684 -0.463026  -0.18
H -0.173116 4.008461 -0.416602  0.57
H -1.517206 2.978534 -3.692348  0.67
H -2.517690 3.198812 -2.243351  0.34
H -2.652492 1.703073 -3.204231  0.39
H 0.986037 2.033497 -3.869858  0.71
H 0.460035 0.325397 -3.884104  0.51
H 1.864048 0.815548 -2.903851  -0.05
C 3.957600 -1.221869 -4.088204  -1.26
C 5.325478 -0.950525 -3.509518  0.89
C 6.423721 -1.207929 -4.331653  -0.62
C 7.719891 -1.007044 -3.893719  -0.71
C 7.946316 -0.549923 -2.602718  -0.90
C 6.867931 -0.287533 -1.776342  -0.39
C 5.555432 -0.467664 -2.217092  0.56
Sb 3.947982 0.004996 -0.883570  0.57
C 4.076334 2.140336 -0.673170  0.70
C 3.781134 2.657428 0.589268  -0.77
C 3.694691 4.023197 0.812159  -0.95
C 3.891216 4.897420 -0.246621  -0.88
C 4.172479 4.395530 -1.506694  -0.79
C 4.268159 3.023812 -1.745104  0.75
C 4.623451 2.554581 -3.131157  -1.38
C 4.786881 -0.696640 0.954620  1.12
C 4.196713 -1.903222 1.350145  -1.01
C 4.576438 -2.557736 2.508264  -0.67
C 5.559187 -1.992369 3.308651  -0.81
C 6.155412 -0.805818 2.923602  -0.61
C 5.799804 -0.142004 1.746413  1.00
C 6.563708 1.114153 1.414736  -1.94
H 3.813231 -0.671544 -5.020039  0.42
H 3.151476 -0.953895 -3.406431  -0.41
H 3.848860 -2.283253 -4.322486  0.53
H 6.250810 -1.577272 -5.336221  0.45
H 8.551762 -1.214557 -4.553568  0.40
H 8.955423 -0.401838 -2.241833  0.47
H 7.059204 0.055224 -0.764048  0.15
H 3.646173 1.980858 1.424375  0.58
H 3.489887 4.403495 1.805265  0.49
H 3.835079 5.966802 -0.091063  0.43
H 4.334081 5.082069 -2.329697  0.47
H 4.419229 3.329424 -3.869487  0.51
H 4.079808 1.655901 -3.423277  0.04
H 5.683849 2.302054 -3.194232  0.33
H 3.417768 -2.345476 0.734431  0.45
H 4.116107 -3.498262 2.781909  0.48
H 5.871996 -2.482266 4.221338  0.41
H 6.938785 -0.380116 3.540232  0.48
H 7.635085 0.930731 1.506860  0.57
H 6.314988 1.917061 2.111600  0.42
H 6.364711 1.484268 0.413020  0.19

Forces on atoms 1 to 2 (eV/Å):
-0.280 -0.178 -1.068
-0.019 0.001 -0.005

## Properties
orbital gap	5.5	eV
HOMO level	-12.1	eV
charge	+2
LUMO energy	-6.574	eV
calculated total energy	-3223.57310	hartree